(1)
{"formula": "C9H10N2", "method": "wB97M-V/def2-TZVPD", "symbols": ["C", "N", "N", "C", "C", "C", "H", "H", "H", "H", "H", "H", "C", "C", "C", "C", "C", "H", "H", "H", "H"], "xyz": [[-1.367620, -1.120537, 0.373481], [-2.239933, -1.118036, -0.531149], [-2.437363, 0.218233, -1.024029], [-3.122398, 1.021997, -0.011344], [-1.656863, 1.109479, -0.141831], [-0.797564, 0.234765, 0.745940], [-1.053005, -2.052366, 0.841638], [-3.541177, 0.482709, 0.844106], [-3.746267, 1.822532, -0.410686], [-1.204264, 1.968175, -0.629136], [-0.898809, 0.429358, 1.822085], [0.258001, 0.330534, 0.503347], [3.677759, 1.554904, -0.639396], [3.244540, 0.532619, -0.179041], [2.729309, -0.715401, 0.402932], [1.596143, -1.272922, -0.345701], [0.665684, -1.743412, -0.953244], [4.063263, 2.466118, -1.072720], [2.429522, -0.536245, 1.450733], [3.538333, -1.462295, 0.447155], [-0.137291, -2.150203, -1.493149]], "forces_ev_per_angstrom": [[0.46, 0.30, 1.00], [-0.65, 0.01, -0.38], [0.00, -0.22, -0.24], [-0.56, 0.22, 0.26], [0.41, 0.19, 0.14], [-0.49, 0.18, 0.40], [-0.25, 0.21, -0.03], [0.17, 0.14, -0.30], [0.15, -0.22, 0.12], [-0.10, -0.13, 0.08], [-0.13, 0.00, -0.17], [-0.18, 0.00, -0.03], [0.00, 0.04, -0.07], [0.17, 0.37, -0.11], [0.11, -0.09, 0.27], [-0.45, -0.69, -0.76], [2.01, 0.27, 0.30], [-0.23, -0.54, 0.28], [0.08, -0.01, -0.33], [-0.22, 0.22, -0.06], [-0.30, -0.24, -0.37]], "mulliken_charge": [-0.1828, -0.5201, -0.3645, -0.4535, -0.0208, -0.0151, 0.5771, 0.2261, 0.2440, 0.4072, 0.3115, -0.3048, 0.0900, -0.3102, -0.9720, -0.3824, 0.0680, 0.3996, 0.3062, 0.3166, 0.5798], "charge": 0, "max_force_ev_per_a": 2.1, "smiles": "C1=NN2C[C@H]2C1.C#CCC#C", "homo_energy_ev": -9.13}

***

(2)
{"formula": "C21H52F6N5O4P", "method": "wB97M-V/def2-TZVPD", "symbols": ["C", "C", "O", "N", "H", "H", "C", "H", "H", "H", "H", "H", "H", "C", "C", "O", "N", "H", "H", "C", "H", "H", "H", "H", "H", "H", "C", "C", "O", "N", "H", "H", "C", "H", "H", "H", "H", "H", "H", "C", "C", "O", "N", "H", "H", "C", "H", "H", "H", "H", "H", "H", "C", "C", "C", "C", "N", "C", "C", "C", "C", "C", "H", "H", "H", "H", "H", "H", "H", "H", "H", "H", "H", "H", "H", "H", "H", "H", "H", "H", "H", "H", "P", "F", "F", "F", "F", "F", "F"], "xyz": [[6.212524, -2.370395, 10.515027], [6.900953, -3.140813, 11.583121], [7.073048, -4.370905, 11.645140], [7.281741, -2.241743, 12.794608], [6.963737, -1.285201, 12.731280], [6.814082, -2.667621, 13.582023], [8.819371, -2.286026, 12.935586], [6.985242, -1.815237, 9.983222], [5.401719, -1.699891, 10.799840], [5.811244, -3.099697, 9.811336], [9.210338, -3.301285, 13.002597], [8.937284, -1.665950, 13.824238], [9.310946, -1.699000, 12.159789], [12.441361, 1.393336, 11.971410], [13.649350, 1.303909, 12.922476], [14.793544, 1.377470, 12.503608], [13.308694, 1.138756, 14.390854], [12.997684, 2.035658, 14.735730], [12.519605, 0.512861, 14.466357], [14.472683, 0.424972, 15.206585], [12.533394, 1.461402, 10.887446], [11.736629, 2.196597, 12.186422], [11.750367, 0.553853, 12.048254], [15.352433, 1.042649, 15.025993], [14.591801, -0.560300, 14.755858], [14.200945, 0.394869, 16.261734], [8.379568, -3.242344, 17.829141], [7.327871, -3.229912, 16.708604], [7.481389, -3.642223, 15.603516], [6.039818, -2.560270, 17.143177], [5.257922, -3.146866, 16.888940], [6.027255, -2.541340, 18.152921], [5.808832, -1.078073, 16.656278], [8.578111, -2.331803, 18.394465], [9.329430, -3.621377, 17.452058], [7.995588, -3.956512, 18.557580], [6.161066, -0.990199, 15.628504], [6.409762, -0.540005, 17.389401], [4.782251, -0.798463, 16.893017], [10.338866, 0.950503, 19.116284], [9.863909, 2.106822, 18.291678], [9.459841, 3.134769, 18.840556], [10.118514, 2.078533, 16.774158], [10.960190, 2.591198, 16.553116], [10.327491, 1.139259, 16.467221], [8.887123, 2.585914, 15.977157], [11.396469, 0.947347, 19.380020], [10.209521, -0.000094, 18.598854], [9.790840, 0.804918, 20.047179], [8.007249, 1.952962, 16.092456], [9.259629, 2.564941, 14.952999], [8.503472, 3.564699, 16.265089], [14.613767, -5.219520, 12.757079], [13.484329, -4.450371, 13.429990], [12.853497, -5.158241, 14.562709], [12.231751, -6.530292, 14.234243], [11.024449, -6.850593, 15.124609], [10.423301, -8.256337, 14.748830], [9.499069, -7.985996, 13.598371], [8.731899, -6.748176, 14.035523], [9.804645, -5.923958, 14.730567], [11.327912, -6.850895, 16.617230], [14.132193, -5.844487, 12.005014], [15.119783, -5.823623, 13.510139], [15.423969, -4.637708, 12.317557], [12.759668, -4.035909, 12.729147], [13.838541, -3.494542, 13.816015], [12.229191, -4.404162, 15.041987], [13.648345, -5.259797, 15.301629], [12.901227, -7.389096, 14.282700], [11.783675, -6.592515, 13.242553], [9.804081, -8.636997, 15.561086], [11.210317, -9.004758, 14.656302], [8.834518, -8.821540, 13.378521], [10.004957, -7.796077, 12.651746], [7.966837, -6.892471, 14.798393], [8.269108, -6.184323, 13.225580], [9.484144, -5.504056, 15.684014], [10.185028, -5.078478, 14.157351], [11.778687, -7.776131, 16.976171], [10.384085, -6.711625, 17.144379], [11.904154, -5.942447, 16.792613], [11.177653, -1.337047, 16.129295], [11.845538, 0.009517, 16.717946], [12.685018, -1.827510, 15.822417], [11.344387, -1.958226, 17.632283], [10.662650, -2.769003, 15.579281], [9.631246, -0.837542, 16.339910], [11.173288, -0.678828, 14.645252]], "forces_ev_per_angstrom": [[0.38, -0.76, -0.72], [-1.44, -4.15, -0.45], [0.01, 5.53, 0.51], [1.67, -1.69, -1.08], [-0.17, 0.31, -0.54], [0.20, -0.42, 0.66], [-0.73, 1.39, 1.03], [0.00, 0.33, -0.16], [0.19, 0.03, 0.46], [0.02, 0.05, -0.03], [-0.41, 0.21, 0.12], [0.68, -0.63, 0.30], [-0.46, -0.36, -0.47], [-1.35, -0.26, 0.56], [2.27, 0.64, -4.09], [-3.20, -0.43, 2.44], [1.65, -1.32, 0.12], [0.42, 0.49, 0.39], [-0.56, -0.33, -0.16], [-0.24, 1.33, -0.79], [1.41, 0.14, 0.22], [0.37, 0.57, 0.52], [0.30, -0.63, 0.56], [-0.03, -0.19, 0.12], [-0.12, 0.20, 0.16], [-0.07, -0.03, -0.33], [-0.60, -0.82, -0.53], [2.47, 0.70, 0.85], [-1.04, 0.46, 0.27], [-0.54, 0.74, -0.68], [-0.57, -0.36, -0.47], [0.00, 0.05, 0.62], [0.74, -1.09, 1.48], [-0.42, 0.31, -0.37], [-0.22, 0.08, -0.13], [0.01, -0.23, 0.28], [-0.35, 0.07, 0.27], [0.26, 0.38, -0.55], [-0.09, -0.29, -0.61], [-0.44, -1.71, -0.57], [0.02, 3.48, 4.16], [0.86, -3.24, -3.27], [-2.43, 0.56, 0.32], [0.13, 0.84, 0.17], [-0.11, -0.53, 0.21], [0.68, 0.01, -0.28], [0.14, 0.60, -0.21], [0.05, 0.02, -0.23], [-0.13, 0.82, -0.04], [0.56, -0.59, 0.19], [-0.49, 0.24, -0.05], [0.89, 0.17, 0.23], [-0.33, -0.20, 0.09], [0.94, 1.69, -1.06], [0.14, -0.44, 1.06], [-1.04, 0.10, 0.33], [-1.49, -1.45, -0.21], [0.34, 0.20, 0.30], [-0.55, -0.39, -0.83], [0.38, 0.59, 0.53], [1.29, 0.64, 1.15], [-0.56, 1.09, -0.65], [0.59, -0.32, -0.13], [-0.08, -0.31, -0.06], [-0.44, 0.25, -0.23], [-0.39, -0.62, -0.52], [0.47, -0.03, 0.46], [-0.86, -0.56, 0.00], [0.06, -0.53, 0.15], [0.25, 0.26, 0.34], [0.26, 0.39, -0.19], [0.11, 0.51, 0.45], [0.20, 0.34, -0.44], [0.08, -0.11, 0.25], [0.22, 0.08, 0.06], [-0.17, -0.71, -0.26], [0.12, -0.15, -0.09], [-0.14, 0.01, -0.13], [0.26, -0.27, -0.11], [0.29, 0.19, -0.43], [-0.05, -0.25, -0.09], [0.33, -0.39, 0.27], [2.99, -3.31, 1.25], [-0.90, 1.33, -0.15], [0.01, -0.09, -0.31], [-1.39, 0.45, -0.82], [-0.78, 0.70, -0.12], [0.58, 0.22, 0.19], [-0.90, 0.40, -0.42]], "mulliken_charge": [-1.2625, 0.6796, -0.3979, 0.0923, 0.4330, 0.2073, -0.8544, 0.3685, 0.4031, 0.3860, 0.3923, 0.0497, 0.4885, -0.8967, 0.6304, -0.3627, 0.2456, 0.4196, -0.0367, -0.7192, 0.3926, 0.3955, 0.0420, 0.4554, 0.2919, 0.2744, -1.0831, 0.3444, -0.4484, -0.0736, 0.4316, 0.4166, -0.6501, 0.4098, 0.0566, 0.5955, 0.1900, 0.3115, 0.4411, -0.5573, 0.5367, -0.4078, 0.3266, 0.4171, -0.2187, -0.6940, 0.3118, -0.0952, 0.4254, 0.2300, 0.3639, 0.3677, -1.3059, -0.5142, 0.4901, -0.8736, 0.3472, -0.6572, -0.8949, -0.1226, 0.3411, -0.9500, 0.3363, 0.3484, 0.4089, 0.2670, 0.0522, -0.6247, 0.6147, 0.4835, 0.4586, 0.4422, 0.4333, 0.5065, 0.3047, 0.3360, 0.1203, -0.3548, -0.1115, 0.3212, 0.4325, 0.3315, 1.8828, -0.4810, -0.3958, -0.4778, -0.4116, -0.3795, -0.7697], "charge": 4, "max_force_ev_per_a": 5.6, "homo_energy_ev": -19.66}

***

- What is the formula in the first record?
  C9H10N2